Below is a cluster of 7 separate species, C34H33Cl4N5O10 in total in a non-equilibrium geometry, with properties calculated with ωB97M-V/def2-TZVPD.

Atoms and positions in Å:
O -7.839 -1.335 -6.060
N -7.053 -1.408 -5.078
O -6.242 -2.343 -5.094
C -7.175 -0.450 -4.008
C -6.297 -0.591 -2.924
C -6.359 0.247 -1.850
C -7.304 1.291 -1.803
C -8.137 1.482 -2.945
C -8.053 0.581 -4.007
H -5.542 -1.356 -3.030
H -5.744 0.020 -0.992
H -7.322 1.942 -0.941
H -8.933 2.193 -3.111
H -8.727 0.645 -4.848
O 1.483 -1.049 1.305
N 0.716 -1.824 0.716
O 1.031 -2.830 0.052
C -0.665 -1.289 0.591
C -1.719 -2.153 0.200
C -2.977 -1.728 0.096
C -3.258 -0.384 0.325
C -2.216 0.521 0.706
C -0.876 0.028 0.897
H -1.607 -3.139 -0.226
H -3.798 -2.382 -0.156
H -4.281 -0.044 0.270
H -2.542 1.522 0.948
H -0.094 0.735 1.129
O 1.005 3.789 2.800
N 0.495 3.620 3.881
O -0.019 4.459 4.529
C 0.722 2.331 4.601
C 1.398 1.348 3.986
C 1.408 0.057 4.555
C 0.945 -0.025 5.882
C 0.167 0.966 6.464
C 0.010 2.101 5.833
H 2.008 1.455 3.101
H 1.894 -0.821 4.156
H 1.081 -0.972 6.384
H -0.008 0.778 7.513
H -0.469 2.901 6.378
O 1.152 -2.002 -3.705
N 2.120 -1.306 -3.402
O 3.226 -1.655 -3.693
C 1.849 -0.019 -2.642
C 0.545 0.384 -2.246
C 0.366 1.540 -1.532
C 1.497 2.339 -1.284
C 2.826 1.992 -1.637
C 2.916 0.852 -2.393
H -0.296 -0.206 -2.580
H -0.621 1.660 -1.111
H 1.373 3.229 -0.685
H 3.766 2.514 -1.545
H 3.886 0.683 -2.838
O 7.385 1.529 -0.573
N 7.711 0.524 0.093
O 8.890 0.394 0.491
C 6.787 -0.624 0.364
C 5.413 -0.405 0.276
C 4.606 -1.487 0.302
C 4.999 -2.797 0.330
C 6.408 -2.994 0.468
C 7.319 -1.914 0.549
H 5.169 0.644 0.189
H 3.564 -1.263 0.128
H 4.271 -3.595 0.360
H 6.927 -3.935 0.572
H 8.377 -2.081 0.688
Cl -0.255 7.487 0.252
C -0.936 6.205 1.393
C -1.792 5.001 0.924
Cl -3.414 5.271 0.128
H -1.546 6.702 2.148
H -0.069 5.735 1.858
H -1.943 4.275 1.724
H -1.337 4.356 0.172
Cl -0.264 -5.942 0.039
C 0.476 -5.679 -1.545
C 1.979 -5.636 -1.486
Cl 2.758 -7.279 -1.350
H 0.026 -4.775 -1.954
H 0.022 -6.352 -2.272
H 2.469 -5.008 -0.743
H 2.284 -5.246 -2.457

SMILES: O=[N+]([O-])c1ccccc1.O=[N+]([O-])c1ccccc1.O=[N+]([O-])c1ccccc1.O=[N+]([O-])c1ccccc1.O=[N+]([O-])c1ccccc1.ClCCCl.ClCCCl
frontier orbital gap: 8.705 eV
HOMO energy: -10.120 eV
M: 813.48 u
E_LUMO: -1.415 eV
E: -4181.77169 Ha


Below is a structure of composition C34H33F3IrN7OS2, with properties calculated with ωB97M-V/def2-TZVPD.

Atoms and positions in Å:
Ir -1.982 -0.591 0.242
C 0.001 1.167 -3.310
C -1.039 0.945 -2.256
N -1.145 -0.188 -1.632
N -0.207 -1.121 -2.104
C -0.192 -2.250 -1.497
S -1.218 -2.694 -0.171
S 0.883 -3.540 -1.974
C 1.882 -2.805 -3.307
C 3.241 -2.337 -2.863
C 4.332 -3.199 -2.918
C 5.602 -2.759 -2.569
C 5.798 -1.446 -2.166
C 4.712 -0.584 -2.089
C 3.443 -1.031 -2.425
C -1.958 2.048 -2.035
C -2.014 3.276 -2.580
C -3.775 4.806 -1.207
C -4.670 4.380 -0.057
C -4.460 3.237 0.586
C -3.242 2.483 0.161
O -2.998 1.238 0.932
H 0.975 0.845 -2.960
H 0.043 2.217 -3.585
H -0.232 0.579 -4.199
H 1.292 -2.000 -3.738
H 1.978 -3.596 -4.049
H 4.192 -4.219 -3.259
H 6.442 -3.438 -2.633
H 6.790 -1.097 -1.915
H 4.856 0.443 -1.776
H 2.595 -0.365 -2.361
H -1.360 3.840 -3.229
H -4.369 5.458 -1.846
H -5.470 5.045 0.243
H -5.044 2.897 1.431
C -2.613 5.658 -0.721
C -1.636 5.395 0.163
C -1.367 4.214 0.959
C -2.037 3.057 0.888
C -3.271 2.208 -1.308
C -3.402 3.572 -2.056
N -1.967 1.898 1.646
N -1.521 1.460 2.761
C -1.871 0.182 3.144
C -1.678 -0.096 4.505
C -2.023 -1.325 5.010
C -2.568 -2.283 4.157
C -2.704 -1.972 2.826
N -2.358 -0.779 2.304
H -2.592 6.657 -1.141
H -0.943 6.207 0.347
H -0.567 4.273 1.686
H -4.058 1.480 -1.508
H -4.132 3.473 -2.862
H -1.275 0.691 5.125
H -1.884 -1.538 6.062
H -2.872 -3.256 4.512
H -3.108 -2.683 2.119
F -3.922 -1.310 -1.709
C -3.818 -1.166 -0.366
F -4.810 -0.283 -0.030
F -4.232 -2.350 0.163
N 0.082 -0.192 0.904
C 1.048 -0.675 1.322
N 2.085 -1.299 1.795
C 1.923 -2.677 2.300
C 2.996 -3.568 1.699
C 4.381 -2.984 1.963
C 4.480 -1.574 1.388
C 3.401 -0.665 1.958
H 0.920 -3.014 2.040
H 2.013 -2.647 3.391
H 2.824 -3.646 0.621
H 2.902 -4.569 2.121
H 5.148 -3.619 1.518
H 4.574 -2.963 3.041
H 4.367 -1.617 0.303
H 5.456 -1.133 1.598
H 3.380 0.300 1.452
H 3.566 -0.489 3.026

frontier orbital gap (spin up / spin down): 7.170 / 6.599 eV
charge: +1
HOMO energy (spin up / spin down): -10.027 / -10.740 eV
M: 869.03 u
E_LUMO (spin up / spin down): -2.857 / -4.141 eV
<S²>: 0.80
E: -2973.89926 Ha
spin multiplicity: 2